An isolated ion of composition C6H17N2S and charge +1 in a non-equilibrium geometry. Source: OMol25; level of theory: ωB97M-V with the def2-TZVPD basis set.

Geometry as ORCA input:
```
! wB97M-V def2-TZVPD RIJCOSX def2/J DEFGRID3
* xyz 1 1
C 2.52 -1.65 -0.42
C 2.73 0.98 -0.58
C -2.51 -1.69 -0.63
C 0.91 -0.10 0.74
C -2.60 0.43 0.74
C 2.39 -0.23 0.26
N -1.72 -0.77 0.24
N -2.51 1.53 -0.20
S -0.34 -0.29 -0.60
H 1.88 -1.76 -1.33
H 3.56 -1.98 -0.51
H 2.32 -2.50 0.31
H 2.77 0.58 -1.63
H 3.67 1.55 -0.43
H 1.76 1.59 -0.58
H -2.94 -1.10 -1.37
H -1.78 -2.38 -1.09
H -3.24 -2.05 0.06
H 0.62 -0.93 1.35
H 0.80 0.85 1.22
H -3.71 0.06 0.71
H -2.27 0.67 1.67
H 2.79 -0.46 1.25
H -0.61 1.02 -0.49
H -2.67 2.35 0.33
H -3.04 1.43 -0.98
*
```

Values from the calculation:
- Energy above the lowest of the compared OMol25 structures with the same formula, charge and spin: 0.784 eV
- E_HOMO: -14.02 eV
- LUMO: -3.0 eV
- Kohn-Sham gap: 0.406 hartree